The following is a DFT calculation (wB97M-V/def2-TZVPD) of C22H22HfN9O2 as an isolated structure.

The relative energy (zero: lowest compared OMol25 entry of this formula, charge and spin) comes out at 5.1 kcal/mol. The LUMO energy is -10.08 eV. Its net charge is +3. Its spin multiplicity is 1.

Atoms and positions in Å:
Hf1 0.077 0.412 -0.313
O1 2.428 3.206 -2.091
O2 1.162 1.381 -1.614
N1 -0.865 0.273 1.719
N2 3.546 -2.890 -3.154
N3 -0.406 2.771 -0.051
N4 1.613 0.956 1.261
N5 2.527 -3.815 -1.317
N6 -1.474 0.986 -2.048
N7 0.813 3.356 -0.504
N8 1.341 -1.399 -0.722
N9 -1.613 -1.180 -0.346
C1 1.904 2.016 3.381
C2 2.128 -1.508 -1.793
C3 -2.039 -0.378 1.873
C4 -2.017 0.138 4.198
C5 -4.044 -2.485 -0.538
C6 1.762 -3.664 -0.245
C7 -3.095 -2.622 -1.538
C8 -2.584 1.595 -4.338
C9 3.719 1.938 1.819
C10 2.883 1.271 0.947
C11 -2.515 -1.102 0.658
C12 1.169 -2.463 0.090
C13 3.216 2.338 3.043
C14 1.540 2.695 -1.499
C15 -0.782 0.754 4.042
C16 -1.960 1.251 -3.053
C17 -0.224 0.801 2.783
C18 1.144 1.302 2.486
C19 -2.643 -0.457 3.110
C20 -3.749 -1.712 0.578
C21 -1.902 -1.940 -1.413
C22 2.746 -2.746 -2.089
H1 3.835 2.891 3.739
H2 3.987 -3.783 -3.309
H3 -1.179 3.095 -0.627
H4 -2.584 0.716 -4.981
H5 3.223 0.982 -0.039
H6 4.737 2.154 1.526
H7 0.553 -2.354 0.972
H8 -3.609 1.918 -4.158
H9 -2.017 2.397 -4.810
H10 1.609 -4.535 0.382
H11 2.262 -0.632 -2.414
H12 0.834 4.366 -0.570
H13 -2.470 0.080 5.179
H14 1.502 2.308 4.341
H15 3.798 -2.122 -3.751
H16 -4.471 -1.609 1.376
H17 -3.278 -3.239 -2.407
H18 -0.258 1.155 4.898
H19 -3.569 -0.997 3.242
H20 -0.564 3.111 0.893
H21 -1.148 -1.998 -2.188
H22 -5.001 -2.987 -0.616

---

The following is a DFT calculation (wB97M-V/def2-TZVPD) of one molecule with the formula C22H22N2O4S2.

The relative energy (zero: lowest compared OMol25 entry of this formula, charge and spin) comes out at 22.3 kcal/mol. Its structure (SMILES) is CN(C(=O)CSc1nc(-c2ccccc2)c(-c2ccccc2)o1)[C@@H]1CCS(=O)(=O)C1. The LUMO energy is 0.25 eV. Its spin multiplicity is 1.

Atoms and positions in Å:
S1 -0.213 -2.591 2.299
S2 -4.698 0.958 -0.884
O1 -5.192 0.639 0.429
O2 1.807 -1.735 0.788
O3 -5.623 1.524 -1.822
O4 -0.323 -2.096 -1.208
N1 0.666 -0.088 1.722
N2 -2.212 -1.589 -0.088
C1 -2.220 0.868 -0.226
C2 0.796 -1.366 1.581
C3 0.817 2.745 1.274
C4 -3.858 -0.500 -1.583
C5 0.994 4.116 1.291
C6 -0.768 -3.385 0.737
C7 -1.085 -2.307 -0.281
C8 1.881 1.901 0.959
C9 3.134 2.455 0.703
C10 3.425 -0.646 -0.629
C11 2.361 -0.571 0.356
C12 5.442 -0.845 -2.530
C13 -3.140 -1.821 1.001
C14 5.312 -1.819 -1.554
C15 4.555 0.219 -2.566
C16 2.235 4.661 1.007
C17 1.669 0.462 0.962
C18 -3.168 1.925 -0.738
C19 4.307 -1.725 -0.610
C20 3.548 0.321 -1.626
C21 3.304 3.826 0.725
C22 -2.457 -0.469 -0.982
H1 0.162 4.761 1.532
H2 2.373 5.732 1.019
H3 -3.610 -2.802 0.905
H4 4.645 0.971 -3.336
H5 2.845 1.139 -1.666
H6 -2.633 -1.770 1.965
H7 4.202 -2.483 0.152
H8 -2.417 0.709 0.835
H9 -1.622 -4.004 0.999
H10 -4.412 -1.398 -1.334
H11 -3.308 2.752 -0.051
H12 6.229 -0.919 -3.267
H13 -3.855 -0.356 -2.659
H14 0.048 -4.000 0.355
H15 3.976 1.810 0.504
H16 5.995 -2.655 -1.529
H17 -2.924 2.287 -1.732
H18 -1.176 1.164 -0.332
H19 4.279 4.246 0.525
H20 -1.710 -0.571 -1.777
H21 -3.920 -1.062 0.980
H22 -0.138 2.309 1.518

---

The following is a DFT calculation (wB97M-V/def2-TZVPD) of C22H22N3O2Pb as an isolated structure.

The LUMO energy is -2.80 eV. Its net charge is +1. Its spin multiplicity is 1.

Atoms and positions in Å:
Pb1 0.344 0.601 -0.052
O1 2.725 -1.263 1.253
O2 -2.436 1.652 0.233
N1 -0.240 -1.574 -0.008
N2 0.876 -0.618 -2.301
N3 0.089 -0.156 2.271
C1 -0.601 -2.167 -1.212
C2 -0.301 -2.234 -3.665
C3 -0.081 -4.265 2.590
C4 1.438 -0.135 -3.385
C5 0.030 -2.130 3.650
C6 -0.163 -3.648 1.325
C7 0.146 -1.296 4.783
C8 0.013 -1.669 -2.410
C9 -0.030 -1.505 2.387
C10 -0.177 -2.272 1.180
C11 2.660 -0.370 0.338
C12 -1.251 -3.277 -3.753
C13 3.852 -0.195 -0.530
C14 3.876 -2.138 1.454
C15 -0.009 -3.540 3.741
C16 1.222 -0.663 -4.668
C17 -3.717 1.076 -0.033
C18 0.209 0.593 3.343
C19 -1.565 -3.142 -1.360
C20 -1.878 -3.696 -2.617
C21 0.350 -1.704 -4.801
C22 0.226 0.060 4.641
H1 -0.206 -4.278 0.451
H2 -2.555 2.404 0.821
H3 0.302 1.662 3.186
H4 3.895 -1.049 -1.217
H5 4.117 -2.649 0.526
H6 2.094 0.719 -3.255
H7 3.761 0.709 -1.124
H8 -2.108 -3.483 -0.491
H9 -4.394 1.800 -0.487
H10 0.315 0.718 5.493
H11 -2.635 -4.467 -2.672
H12 1.725 -0.229 -5.520
H13 -3.554 0.262 -0.736
H14 4.721 -1.553 1.808
H15 0.032 -4.017 4.712
H16 3.556 -2.845 2.210
H17 0.178 -1.751 5.766
H18 -1.484 -3.706 -4.718
H19 4.790 -0.178 0.030
H20 0.135 -2.128 -5.774
H21 -4.170 0.671 0.874
H22 -0.085 -5.347 2.636

---

The following is a DFT calculation (wB97M-V/def2-TZVPD) of a 2-piece molecular cluster, C22H22N4O2 overall.

The relative energy (zero: lowest compared OMol25 entry of this formula, charge and spin) comes out at 9.0 kcal/mol. Its structure (SMILES) is N#CCc1ccc(-c2cccc3ccncc23)cc1.CNC(=O)CNC(C)=O. The LUMO energy is -0.23 eV. Its spin multiplicity is 1.

Atoms and positions in Å:
O1 -0.284 -3.857 3.415
O2 2.041 0.890 1.846
N1 0.311 -2.316 1.946
N2 -2.640 1.446 1.181
N3 0.323 0.217 3.122
N4 4.791 -2.547 -3.634
C1 -3.291 1.734 -3.823
C2 -3.594 1.877 -1.425
C3 1.900 -2.983 3.716
C4 0.563 -3.082 3.007
C5 -3.861 1.959 0.972
C6 -2.305 1.352 -1.219
C7 2.523 -0.449 -1.931
C8 1.525 -1.239 -2.532
C9 4.417 -1.829 -2.796
C10 2.174 0.828 -1.467
C11 0.197 1.444 3.906
C12 -1.882 1.154 0.109
C13 -4.079 2.074 -2.722
C14 0.220 -0.755 -2.674
C15 -4.368 2.186 -0.308
C16 3.939 -0.949 -1.721
C17 -2.011 1.210 -3.627
C18 0.867 1.306 -1.601
C19 -0.125 0.517 -2.198
C20 1.215 0.035 2.140
C21 -1.497 1.025 -2.335
C22 1.190 -1.291 1.367
H1 2.043 -1.978 4.107
H2 -0.563 1.322 4.679
H3 -0.901 0.736 0.304
H4 -4.480 2.201 1.831
H5 1.154 1.688 4.372
H6 -3.669 1.881 -4.831
H7 2.209 -1.670 1.293
H8 -0.335 -0.527 3.303
H9 -0.589 -2.465 1.516
H10 -5.366 2.595 -0.416
H11 2.912 1.458 -0.978
H12 1.908 -3.693 4.543
H13 0.621 2.299 -1.235
H14 -0.094 2.266 3.249
H15 -0.536 -1.376 -3.146
H16 0.838 -1.074 0.359
H17 4.624 -0.100 -1.648
H18 -1.398 0.963 -4.489
H19 3.985 -1.496 -0.775
H20 2.700 -3.234 3.024
H21 -5.073 2.484 -2.879
H22 1.751 -2.238 -2.896

---

| no. | HOMO-LUMO gap (eV) |
| --- | --- |
| 1 | 6.752 |
| 2 | 8.332 |
| 3 | 6.852 |
| 4 | 8.352 |